1.
DFT (ωB97M-V with the def2-TZVPD basis set) results for 3 unconnected molecules or ions with the total composition C5H8N3O.

Positions of all 17 atoms, in Å:
C: -1.631 1.746 -3.790
C: -1.241 0.615 -2.920
C: -1.722 2.885 -3.051
C: -1.153 1.309 -1.806
C: 0.075 -1.153 1.118
N: -0.354 -0.287 0.487
N: 0.300 -2.170 1.904
N: 2.424 -1.513 4.158
O: -1.312 2.560 -1.745
H: -2.074 1.593 -4.810
H: -0.794 -0.159 -3.387
H: -1.915 3.924 -3.285
H: 1.097 -2.647 1.478
H: 0.301 -1.988 2.926
H: 2.386 -1.181 5.118
H: 3.232 -1.070 3.722
H: 2.380 -2.465 3.883

LUMO level (spin up / spin down)   -8.050 / -7.581 eV
Charge   +1
Orbital gap (spin up / spin down)   4.496 / 4.965 eV
Relative energy (zero: lowest compared OMol25 entry of this formula, charge and spin)   7.144 eV

These are the Löwdin partial charges, in e, on atoms 1 to 2: atom 1 (C): 0.017, atom 2 (C): 0.083

***

2.
DFT (ωB97M-V with the def2-TZVPD basis set) results for a gas-phase ion, C5H8N3O2 (charge +1).

Positions of all 18 atoms, in Å:
C: -0.801 -0.246 -1.077
C: -1.784 0.580 -0.533
C: 0.528 0.448 0.538
C: 1.398 -1.131 -1.178
C: 1.788 0.507 1.217
N: 0.468 -0.162 -0.674
N: -0.572 0.792 1.116
N: -3.140 0.574 -0.067
O: -3.883 -0.365 -0.253
O: -3.349 1.601 0.641
H: -1.151 -0.801 -1.930
H: 1.745 -0.898 -2.180
H: 0.773 -2.097 -1.407
H: 2.137 -1.409 -0.386
H: 1.852 1.260 2.049
H: 2.635 0.665 0.455
H: 1.786 -0.527 1.629
H: -0.433 1.210 2.040

LUMO level   -5.752 eV
Charge   +1
Orbital gap   8.973 eV
Relative energy (zero: lowest compared OMol25 entry of this formula, charge and spin)   7.155 eV

These are the Löwdin partial charges, in e, on atoms 1 to 2: atom 1 (C): 0.007, atom 2 (C): 0.220

***

3.
DFT (ωB97M-V with the def2-TZVPD basis set) results for 2 unconnected molecules or ions with the total composition C5H8N3O3.

Positions of all 19 atoms, in Å:
C: 0.354 -3.130 0.857
C: 1.478 -2.408 1.146
C: -0.483 -2.289 0.059
C: 1.358 -1.118 0.448
C: -0.473 2.959 -0.568
N: 0.165 -1.132 -0.232
N: -1.007 4.016 -1.131
N: -1.167 1.989 -0.078
O: -1.568 -2.514 -0.601
O: 2.212 -0.088 0.283
O: -0.166 -0.317 -1.119
H: 0.218 -4.024 1.410
H: 2.206 -2.660 1.799
H: 0.555 2.813 -0.453
H: -0.558 4.902 -1.238
H: -1.894 4.234 -0.738
H: -2.141 2.180 -0.256
H: -2.154 -3.261 -0.291
H: 3.065 -0.151 0.704

LUMO level (spin up / spin down)   -6.300 / -6.197 eV
Charge   +1
Orbital gap (spin up / spin down)   5.819 / 5.829 eV
Relative energy (zero: lowest compared OMol25 entry of this formula, charge and spin)   5.355 eV

These are the Löwdin partial charges, in e, on atoms 1 to 2: atom 1 (C): 0.079, atom 2 (C): 0.093

***

4.
DFT (ωB97M-V with the def2-TZVPD basis set) results for 2 unconnected molecules or ions with the total composition C5H8N3O3P.

Positions of all 20 atoms, in Å:
C: 0.406 -0.170 -0.809
C: 0.898 2.857 0.984
C: -0.291 -1.535 0.971
C: 1.247 -1.704 0.652
C: -1.825 0.130 0.105
N: -0.605 -0.518 -0.012
N: 1.455 -1.075 -0.605
N: 0.408 0.644 -1.819
O: 1.591 1.943 1.013
O: 0.290 3.807 0.923
O: -3.691 1.757 -0.295
P: -2.395 1.476 -0.916
H: -1.089 -2.401 0.621
H: -0.414 -1.229 2.023
H: 1.769 -1.231 1.470
H: 1.421 -2.799 0.594
H: -2.451 -0.291 0.915
H: 2.341 -0.857 -0.987
H: -0.393 0.568 -2.513
H: 1.328 0.627 -2.316

LUMO level (spin up / spin down)   0.091 / 0.091 eV
Charge   0
Orbital gap (spin up / spin down)   6.679 / 6.679 eV
Relative energy (zero: lowest compared OMol25 entry of this formula, charge and spin)   1.455 eV

These are the Löwdin partial charges, in e, on atoms 1 to 2: atom 1 (C): -0.445, atom 2 (C): -0.458

***

Please write out number 1 again, unchanged.
DFT (ωB97M-V with the def2-TZVPD basis set) results for 3 unconnected molecules or ions with the total composition C5H8N3O.

Positions of all 17 atoms, in Å:
C: -1.631 1.746 -3.790
C: -1.241 0.615 -2.920
C: -1.722 2.885 -3.051
C: -1.153 1.309 -1.806
C: 0.075 -1.153 1.118
N: -0.354 -0.287 0.487
N: 0.300 -2.170 1.904
N: 2.424 -1.513 4.158
O: -1.312 2.560 -1.745
H: -2.074 1.593 -4.810
H: -0.794 -0.159 -3.387
H: -1.915 3.924 -3.285
H: 1.097 -2.647 1.478
H: 0.301 -1.988 2.926
H: 2.386 -1.181 5.118
H: 3.232 -1.070 3.722
H: 2.380 -2.465 3.883

LUMO level (spin up / spin down)   -8.050 / -7.581 eV
Charge   +1
Orbital gap (spin up / spin down)   4.496 / 4.965 eV
Relative energy (zero: lowest compared OMol25 entry of this formula, charge and spin)   7.144 eV

These are the Löwdin partial charges, in e, on atoms 1 to 2: atom 1 (C): 0.017, atom 2 (C): 0.083

***

> Which of these has the highest relative energy (zero: lowest compared OMol25 entry of this formula, charge and spin)?

C5H8N3O2

***

Copy entry 2 word for word.
DFT (ωB97M-V with the def2-TZVPD basis set) results for a gas-phase ion, C5H8N3O2 (charge +1).

Positions of all 18 atoms, in Å:
C: -0.801 -0.246 -1.077
C: -1.784 0.580 -0.533
C: 0.528 0.448 0.538
C: 1.398 -1.131 -1.178
C: 1.788 0.507 1.217
N: 0.468 -0.162 -0.674
N: -0.572 0.792 1.116
N: -3.140 0.574 -0.067
O: -3.883 -0.365 -0.253
O: -3.349 1.601 0.641
H: -1.151 -0.801 -1.930
H: 1.745 -0.898 -2.180
H: 0.773 -2.097 -1.407
H: 2.137 -1.409 -0.386
H: 1.852 1.260 2.049
H: 2.635 0.665 0.455
H: 1.786 -0.527 1.629
H: -0.433 1.210 2.040

LUMO level   -5.752 eV
Charge   +1
Orbital gap   8.973 eV
Relative energy (zero: lowest compared OMol25 entry of this formula, charge and spin)   7.155 eV

These are the Löwdin partial charges, in e, on atoms 1 to 2: atom 1 (C): 0.007, atom 2 (C): 0.220

***

> Number 3 is which compound?

C5H8N3O3